Record 1
Entry from the Open Molecules 2025 dataset: a 7-piece molecular cluster, C27H54NO22P overall (ωB97M-V/def2-TZVPD).

CARTESIAN COORDINATES (ANGSTROEM)
N (-0.9152, 1.0139, 2.0584)
C (-0.5450, 0.1238, 0.8928)
O (-1.3032, -1.1361, 0.6675)
C (-0.2134, -2.0690, 0.2886)
O (-0.1463, -3.0211, -0.6449)
O (0.9367, -1.6962, 1.1659)
C (1.0564, -0.2147, 0.9875)
P (2.1490, 0.0445, -0.5788)
O (1.4222, -0.3102, -1.9391)
H (-0.3630, 1.9020, 1.9281)
H (-0.5932, 0.6289, 2.9779)
H (-0.6552, 0.8176, -0.0496)
H (1.6715, 0.1807, 1.9194)
H (3.2600, -0.9070, -0.4424)
H (2.7404, 1.3605, -0.5509)
C (0.5994, -5.8181, 6.9984)
C (2.0591, -5.9261, 6.5924)
O (2.1978, -6.0806, 5.1742)
C (1.9709, -4.9654, 4.4373)
O (1.6750, -3.8623, 4.8679)
O (2.1082, -5.2926, 3.1247)
C (1.7839, -4.2289, 2.2325)
H (0.0320, -6.6766, 6.6258)
H (0.5031, -5.7726, 8.0867)
H (0.1301, -4.9230, 6.5780)
H (2.4932, -6.8221, 7.0507)
H (2.6448, -5.0684, 6.9438)
H (2.3688, -3.3308, 2.4565)
H (0.7127, -4.0148, 2.2811)
H (2.0266, -4.5521, 1.2164)
C (1.2499, -1.0055, -5.2954)
C (0.8296, 0.4294, -5.5632)
O (1.9652, 1.2736, -5.7908)
C (2.5776, 1.1228, -6.9909)
O (2.2472, 0.3541, -7.8796)
O (3.6451, 1.9643, -7.0280)
C (4.4455, 1.8227, -8.1992)
H (1.9616, -1.0491, -4.4651)
H (0.3813, -1.6241, -5.0532)
H (1.7500, -1.4468, -6.1633)
H (0.3163, 0.8235, -4.6787)
H (0.1261, 0.4986, -6.4015)
H (3.8449, 1.9413, -9.1070)
H (4.9482, 0.8517, -8.1923)
H (5.2074, 2.6070, -8.1866)
C (-2.9778, 0.3237, 6.3822)
C (-1.5295, 0.7743, 6.4634)
O (-1.3688, 2.1107, 5.9709)
C (-1.8259, 3.0948, 6.7837)
O (-2.3422, 2.9457, 7.8796)
O (-1.6302, 4.2849, 6.1558)
C (-2.1727, 5.3997, 6.8596)
H (-3.3565, 0.4285, 5.3607)
H (-3.0761, -0.7200, 6.6933)
H (-3.6247, 0.9315, 7.0226)
H (-0.9166, 0.1276, 5.8252)
H (-1.1329, 0.6909, 7.4823)
H (-1.7858, 5.4495, 7.8827)
H (-3.2647, 5.3442, 6.8614)
H (-1.8732, 6.3110, 6.3346)
C (-3.6136, -2.5819, -1.2970)
C (-3.4123, -3.3531, -0.0040)
O (-4.5945, -3.3341, 0.8062)
C (-5.6124, -4.1204, 0.3778)
O (-5.6064, -4.8357, -0.6112)
O (-6.6581, -3.9584, 1.2317)
C (-7.8386, -4.6489, 0.8289)
H (-3.9464, -1.5604, -1.0878)
H (-2.6847, -2.5431, -1.8728)
H (-4.3833, -3.0424, -1.9244)
H (-2.6214, -2.8707, 0.5816)
H (-3.0916, -4.3850, -0.1902)
H (-7.6423, -5.7153, 0.6771)
H (-8.2430, -4.1969, -0.0810)
H (-8.5805, -4.5464, 1.6256)
C (-0.1673, 1.7546, -8.9462)
C (-1.6332, 1.3784, -8.8169)
O (-2.4428, 2.5227, -8.5183)
C (-2.6498, 3.3801, -9.5479)
O (-2.2240, 3.2598, -10.6855)
O (-3.3998, 4.4171, -9.0885)
C (-3.5959, 5.4518, -10.0495)
H (0.1777, 2.2727, -8.0460)
H (0.4481, 0.8643, -9.1029)
H (0.0006, 2.4359, -9.7864)
H (-1.7517, 0.6815, -7.9794)
H (-2.0044, 0.8695, -9.7145)
H (-4.0305, 5.0576, -10.9739)
H (-2.6476, 5.9569, -10.2526)
H (-4.2926, 6.1807, -9.6261)
C (3.3418, 4.0598, 5.0869)
C (4.4289, 4.6634, 4.2144)
O (5.5862, 3.8196, 4.1614)
C (5.4622, 2.7000, 3.4070)
O (4.4752, 2.3603, 2.7743)
O (6.6262, 2.0024, 3.4936)
C (6.5880, 0.7403, 2.8318)
H (3.7294, 3.8384, 6.0862)
H (2.4938, 4.7443, 5.1772)
H (2.9736, 3.1150, 4.6747)
H (4.7525, 5.6147, 4.6520)
H (4.0662, 4.8809, 3.2028)
H (6.2965, 0.8512, 1.7823)
H (5.9038, 0.0659, 3.3540)
H (7.5922, 0.3087, 2.8655)

Results
**Molar mass**: 775.69 g/mol
**Total charge**: 0
**Calculated total energy**: -3112.52717 Eh
**Maximum force**: 9.8 eV/Å
**SMILES**: N[C@@H]1OC(=O)O[C@H]1[PH2]=O.CCOC(=O)OC.CCOC(=O)OC.CCOC(=O)OC.CCOC(=O)OC.CCOC(=O)OC.CCOC(=O)OC

These are the Löwdin partial charges, in e, on atoms 1 to 2: 0.041, -0.293



Record 2
Entry from the Open Molecules 2025 dataset: one molecule with the formula C2H4N2O2 (ωB97M-V/def2-TZVPD).

CARTESIAN COORDINATES (ANGSTROEM)
N (-1.6699, 0.5554, 0.6002)
C (-0.4043, 0.1325, 0.4939)
O (0.1137, -0.0732, 1.5962)
N (0.2696, -0.0645, -0.6892)
C (1.5806, -0.5277, -0.6553)
O (2.2163, -0.7459, -1.6560)
H (-2.3407, 0.7976, -0.1262)
H (-1.5632, 0.4875, 1.6571)
H (-0.1398, 0.0994, -1.5979)
H (1.9377, -0.6612, 0.3770)

Results
**Molar mass**: 88.07 g/mol
**Total charge**: 0
**Calculated total energy**: -338.61192 Eh
**Maximum force**: 2.8 eV/Å
**Energy relative to the best compared isomer or geometry (same formula, charge and spin)**: 108.4 kJ/mol
**SMILES**: NC(=O)NC=O

These are the natural (NBO) partial charges, in e, on atoms 1 to 2: -0.865, 0.768



Record 3
Entry from the Open Molecules 2025 dataset: a 3-piece molecular cluster, C5H12O overall (ωB97M-V/def2-TZVPD).

CARTESIAN COORDINATES (ANGSTROEM)
C (0.0317, 0.7933, 1.2700)
C (-0.8293, 0.2034, 0.4403)
C (-1.3067, 0.8606, -0.8289)
C (-1.4617, -1.1164, 0.7869)
H (0.4118, 1.7954, 1.0828)
H (0.3742, 0.2989, 2.1761)
H (-0.6352, 1.6610, -1.1579)
H (-2.3010, 1.2970, -0.6772)
H (-1.3970, 0.1327, -1.6440)
H (-2.4968, -0.9355, 1.1025)
H (-0.9385, -1.6095, 1.6109)
H (-1.4985, -1.8010, -0.0677)
H (0.9802, -1.4661, -1.9832)
H (1.5908, -1.5258, -1.5570)
C (2.3643, 0.3582, -0.1383)
O (2.8048, -0.7531, 0.0165)
H (2.5884, 1.1791, 0.5667)
H (1.7187, 0.6280, -0.9983)

Results
**Molar mass**: 88.15 g/mol
**Total charge**: 0
**Calculated total energy**: -272.85462 Eh
**Maximum force**: 0.5 eV/Å
**Energy relative to the best compared isomer or geometry (same formula, charge and spin)**: 246.9 kJ/mol
**SMILES**: C=C(C)C.[H][H].C=O

These are the natural (NBO) partial charges, in e, on atoms 1 to 2: -0.442, 0.049



Record 4
Entry from the Open Molecules 2025 dataset: an isolated ion of composition C3H7OS2 and charge +1 (ωB97M-V/def2-TZVPD).

CARTESIAN COORDINATES (ANGSTROEM)
C (0.2303, 0.7223, -0.0933)
C (1.4476, -0.7090, 1.3853)
C (-1.8061, -0.5585, -1.4543)
O (0.4096, -0.4747, 0.4347)
S (-1.0397, 1.0487, -1.1891)
S (1.1412, 2.0897, 0.4891)
H (1.6135, -0.0921, 2.2270)
H (1.2194, -1.7885, 1.5052)
H (2.4856, -0.6265, 1.0537)
H (-1.6008, -1.2509, -0.7246)
H (-2.9665, -0.4103, -1.4868)
H (-1.3837, -0.9727, -2.3072)
H (0.2495, 3.0227, 0.1602)

Results
**Molar mass**: 123.22 g/mol
**Total charge**: +1
**Calculated total energy**: -989.80045 Eh
**Maximum force**: 3.5 eV/Å
**Energy relative to the best compared isomer or geometry (same formula, charge and spin)**: 45.5 kJ/mol

These are the natural (NBO) partial charges, in e, on atoms 1 to 2: 0.131, -0.311



Record 5
Entry from the Open Molecules 2025 dataset: a 2-piece molecular cluster, C24H24N2O5 overall (ωB97M-V/def2-TZVPD).

CARTESIAN COORDINATES (ANGSTROEM)
C (-3.1765, 3.9076, 5.6101)
N (-2.4002, 3.2677, 4.5477)
C (-2.4229, 3.6586, 3.2659)
O (-3.0828, 4.6204, 2.8951)
C (-1.5322, 2.8713, 2.2869)
C (-0.2604, 3.6716, 1.9708)
C (0.8057, 2.8708, 1.2466)
C (1.4596, 1.8206, 1.9216)
C (2.4605, 1.0733, 1.2727)
C (2.8120, 1.3827, -0.0588)
O (3.7836, 0.6786, -0.6938)
C (2.1532, 2.4289, -0.7368)
C (1.1522, 3.1742, -0.0849)
N (-2.2015, 2.5087, 1.0304)
C (-3.1914, 1.6347, 0.8585)
C (-3.7360, 0.8640, 2.0461)
O (-3.6512, 1.4331, -0.2541)
H (-4.2407, 3.8638, 5.3684)
H (-2.8876, 4.9571, 5.6995)
H (-3.0039, 3.4049, 6.5628)
H (-1.8192, 2.4840, 4.7975)
H (-1.2253, 1.9530, 2.7854)
H (-0.5298, 4.5488, 1.3796)
H (0.1705, 4.0312, 2.9067)
H (1.2024, 1.5945, 2.9465)
H (2.9630, 0.2738, 1.7944)
H (4.2561, 0.0886, -0.1061)
H (2.4292, 2.6540, -1.7560)
H (0.6576, 3.9831, -0.6058)
H (-1.9077, 2.9881, 0.1950)
H (-4.2352, 1.5526, 2.7249)
H (-2.9277, 0.3407, 2.5511)
H (-4.4604, 0.1363, 1.6827)
O (0.9997, -7.2393, -2.3228)
C (0.8962, -6.0397, -2.0917)
O (0.5948, -5.5359, -0.8650)
C (1.1188, -4.2405, -0.5307)
C (1.1878, -3.2689, -1.6818)
C (1.3055, -1.8927, -1.4405)
C (1.4156, -0.9967, -2.5065)
C (1.4212, -1.4677, -3.8208)
C (1.3068, -2.8395, -4.0775)
C (1.3128, -3.3236, -5.3903)
C (1.1947, -4.6939, -5.6332)
C (1.0704, -5.5868, -4.5648)
C (1.0617, -5.1205, -3.2362)
C (1.1829, -3.7436, -2.9995)
H (0.4914, -3.8122, 0.2571)
H (2.1261, -4.3649, -0.1199)
H (1.3119, -1.5089, -0.4247)
H (1.4988, 0.0688, -2.3149)
H (1.5126, -0.7613, -4.6403)
H (1.4086, -2.6355, -6.2247)
H (1.1983, -5.0672, -6.6528)
H (0.9705, -6.6507, -4.7688)

Results
**Molar mass**: 420.46 g/mol
**Total charge**: 0
**Calculated total energy**: -1414.71592 Eh
**Maximum force**: 2.5 eV/Å
**Energy relative to the best compared isomer or geometry (same formula, charge and spin)**: 30.9 kJ/mol
**SMILES**: CNC(=O)[C@H](Cc1ccc(O)cc1)NC(C)=O.O=C1OCc2cccc3cccc1c23

These are the natural (NBO) partial charges, in e, on atoms 1 to 2: -0.414, -0.608



Record 6
Entry from the Open Molecules 2025 dataset: C18H14F6N3O4S2 as an isolated structure (ωB97M-V/def2-TZVPD).

CARTESIAN COORDINATES (ANGSTROEM)
C (-1.0634, 2.9886, 0.8401)
C (-0.9161, 3.1810, -0.6427)
C (-0.3954, 4.3818, -1.1124)
C (-0.2281, 4.6267, -2.4632)
C (-0.5947, 3.6634, -3.3880)
C (-1.1188, 2.4699, -2.9370)
C (-1.2810, 2.2144, -1.5789)
C (-1.8560, 0.8713, -1.1899)
C (-0.8297, -0.2169, -1.0592)
C (0.3279, -0.0460, -0.2252)
N (1.2419, -0.9559, -0.0948)
C (1.0605, -2.1179, -0.7906)
C (2.0130, -3.1441, -0.6786)
C (1.8396, -4.3101, -1.3746)
C (2.8586, -5.4085, -1.3260)
F (2.2565, -6.6273, -1.5559)
F (3.7856, -5.2547, -2.3334)
C (3.6628, -5.5927, -0.0273)
F (2.8383, -5.4591, 1.0503)
F (4.6385, -4.6448, 0.0649)
C (0.7098, -4.4880, -2.2055)
C (-0.2234, -3.4998, -2.3239)
C (-0.0703, -2.2937, -1.6151)
N (-1.0145, -1.3144, -1.7389)
H (-1.2842, 3.9335, 1.3267)
H (-1.8189, 2.2614, 1.1148)
H (-0.1197, 2.6566, 1.2771)
H (-0.1195, 5.1415, -0.3926)
H (0.1782, 5.5731, -2.7933)
H (-0.4782, 3.8519, -4.4462)
H (-1.4114, 1.7185, -3.6597)
H (-2.4215, 0.9544, -0.2620)
H (-2.5421, 0.5408, -1.9669)
H (0.4525, 0.8816, 0.3241)
H (2.8642, -2.9742, -0.0359)
H (4.1117, -6.5867, -0.0122)
H (0.5957, -5.4183, -2.7406)
H (-1.0917, -3.6237, -2.9550)
N (-1.0439, 2.2323, 5.4742)
S (-1.3136, 3.7167, 4.9796)
O (-2.6210, 4.2078, 5.2738)
O (-0.7383, 4.0386, 3.7109)
F (-0.3657, 4.4282, 6.0323)
S (-1.8119, 1.0720, 4.7412)
O (-1.6645, -0.1533, 5.4542)
O (-1.6530, 1.0616, 3.3192)
F (-3.3449, 1.4626, 4.9418)

Results
**Molar mass**: 514.45 g/mol
**Total charge**: -1
**Calculated total energy**: -2555.26539 Eh
**Maximum force**: 0.5 eV/Å

These are the natural (NBO) partial charges, in e, on atoms 1 to 2: -0.671, 0.092